# C22H27N3O

One molecule with the formula C22H27N3O (ωB97M-V with the def2-TZVPD basis set, the Open Molecules 2025 dataset).

Last column: Mulliken charge in e.
Atoms and positions in Å:
O1 -3.664 -2.560 1.368  -0.622
C1 -3.418 -2.369 0.195  0.789
C2 -2.128 -2.848 -0.471  -1.345
N1 -1.055 -1.870 -0.371  -0.002
C3 -0.687 -1.561 1.000  -0.386
C4 0.581 -0.714 1.004  -0.826
N2 0.331 0.510 0.268  0.260
C5 1.385 1.505 0.412  -1.533
C6 2.729 1.076 -0.101  -0.059
C7 3.761 0.790 0.689  -0.185
C8 5.084 0.342 0.277  0.876
C9 5.396 -0.010 -1.037  -0.423
C10 6.669 -0.426 -1.375  -0.605
C11 7.661 -0.501 -0.411  -0.441
C12 7.367 -0.160 0.899  -0.529
C13 6.094 0.253 1.238  -0.458
C14 -0.006 0.187 -1.102  -1.262
C15 -1.290 -0.640 -1.104  0.238
N3 -4.241 -1.671 -0.624  -0.117
C16 -5.316 -0.841 -0.106  -1.374
C17 -4.819 0.575 0.043  0.657
C18 -4.015 0.907 1.128  -0.128
C19 -3.454 2.167 1.225  -0.563
C20 -3.698 3.111 0.242  -0.520
C21 -4.507 2.792 -0.835  -0.574
C22 -5.060 1.527 -0.937  -0.425
H1 -1.794 -3.756 0.036  0.475
H2 -2.294 -3.069 -1.529  0.459
H3 -0.509 -2.498 1.531  0.400
H4 -1.482 -1.008 1.523  0.085
H5 0.845 -0.458 2.032  0.480
H6 1.409 -1.296 0.563  0.318
H7 1.054 2.401 -0.124  0.378
H8 1.454 1.746 1.477  0.468
H9 2.806 0.980 -1.175  0.348
H10 3.640 0.914 1.760  0.248
H11 4.635 0.036 -1.802  0.260
H12 6.891 -0.695 -2.398  0.370
H13 8.656 -0.826 -0.679  0.374
H14 8.134 -0.219 1.658  0.374
H15 5.872 0.518 2.262  0.335
H16 -0.170 1.115 -1.656  0.503
H17 0.785 -0.396 -1.602  0.332
H18 -1.557 -0.890 -2.136  0.456
H19 -2.090 -0.027 -0.658  -0.244
H20 -3.929 -1.462 -1.560  0.299
H21 -5.592 -1.261 0.863  0.379
H22 -6.168 -0.893 -0.788  0.457
H23 -3.826 0.164 1.890  0.449
H24 -2.822 2.411 2.066  0.400
H25 -3.259 4.095 0.315  0.394
H26 -4.703 3.527 -1.602  0.392
H27 -5.684 1.278 -1.784  0.369

Atomic forces in eV per Å
0.03 -0.01 0.41
0.18 -0.26 -0.41
0.13 0.00 0.16
-0.06 -0.09 -0.04
0.32 0.05 0.15
-0.20 -0.17 0.09
-0.02 0.02 0.02
-0.05 0.02 0.03
0.03 0.00 0.23
-0.46 0.21 -0.11
0.52 -0.17 -0.08
-0.06 0.03 0.09
0.01 0.00 -0.09
0.08 -0.01 0.05
0.16 -0.05 -0.02
-0.20 0.04 -0.09
-0.31 -0.01 -0.10
0.25 0.24 -0.17
-0.33 0.04 -0.33
0.05 -0.01 0.10
-0.13 0.01 0.01
-0.07 0.02 0.04
0.02 -0.02 0.04
0.03 0.10 -0.03
0.04 0.10 -0.08
-0.04 -0.10 0.07
-0.16 0.03 -0.05
-0.02 -0.02 0.02
-0.04 0.02 0.04
0.04 -0.07 0.03
0.04 -0.02 0.02
-0.03 0.03 0.09
0.03 0.01 0.10
0.05 0.07 -0.05
0.14 -0.05 -0.17
-0.09 0.03 0.12
-0.08 0.00 -0.07
0.01 -0.02 -0.07
0.07 -0.03 -0.02
0.05 0.00 0.05
-0.04 0.02 0.09
0.02 -0.01 -0.02
-0.02 0.05 -0.03
-0.04 0.00 -0.01
0.06 -0.04 -0.10
0.10 -0.07 0.11
-0.06 0.04 -0.16
0.03 0.02 0.11
0.03 -0.10 0.08
0.06 0.02 0.08
0.03 0.08 0.01
-0.01 0.06 -0.05
-0.08 -0.03 -0.08

The calculation puts the highest occupied orbital energy at -8.344 eV. The calculation puts the LUMO energy at 0.7291 eV. The calculation puts the HOMO-LUMO gap at 9.0734 eV. The value obtained for the energy above the lowest of the compared OMol25 structures with the same formula, charge and spin is 1.791 eV. The multiplicity is 1.